A 2-piece molecular cluster, C36H28F4NO3S overall in a non-equilibrium geometry, computed with the ωB97M-V functional and the def2-TZVPD basis.

```
73
Properties=species:S:1:pos:R:3:forces:R:3
F -4.506 2.438 -3.335 0.363 -1.825 0.071
C -4.247 1.085 -3.290 0.140 1.357 -0.032
C -5.334 0.213 -3.322 0.729 -0.544 0.055
C -5.026 -1.151 -3.287 -1.178 -0.682 -0.098
F -6.069 -2.049 -3.325 1.396 1.161 0.045
C -3.735 -1.630 -3.225 0.666 -0.038 0.135
C -2.622 -0.724 -3.176 -1.199 0.275 0.208
C -1.330 -1.300 -3.085 -0.206 0.238 -0.945
C -0.042 -0.720 -3.190 1.401 0.361 0.126
C 1.074 -1.620 -3.234 -0.647 -0.001 0.189
C 2.364 -1.136 -3.292 1.115 -0.767 0.051
F 3.412 -2.031 -3.255 -1.379 1.142 -0.151
C 2.666 0.225 -3.364 -0.527 -0.429 0.134
C 1.577 1.091 -3.328 -0.198 1.436 -0.078
F 1.832 2.449 -3.370 -0.345 -1.872 0.038
C 0.257 0.674 -3.246 0.122 -0.183 0.064
C -2.927 0.670 -3.217 -0.088 -0.132 0.015
H -6.354 0.570 -3.374 0.022 -0.012 0.002
H -3.535 -2.701 -3.215 -0.273 0.225 0.052
H -1.329 -2.391 -3.092 0.006 0.171 0.261
H 0.883 -2.693 -3.211 0.247 0.224 0.074
H 3.687 0.587 -3.429 -0.142 -0.064 0.027
H -0.525 1.419 -3.219 0.571 -0.008 0.049
H -2.142 1.414 -3.190 -0.598 -0.018 0.058
C -4.787 1.913 2.214 0.514 -0.553 -0.095
O -3.642 1.055 1.955 -0.555 0.650 -0.030
C -3.835 -0.280 1.940 0.028 -0.886 0.137
C -2.667 -1.094 1.693 -2.090 0.200 0.218
C -1.427 -0.471 1.427 2.786 0.555 0.350
C -0.271 -0.058 1.467 -2.723 -0.728 -0.219
N 0.954 0.459 1.427 0.899 2.187 -0.252
C 1.997 -0.193 2.240 -0.194 0.209 0.267
C 2.014 -1.668 1.963 0.203 -0.159 0.144
C 1.672 -2.563 2.976 0.024 -0.094 -0.319
C 1.709 -3.939 2.730 0.055 0.162 -0.114
C 2.100 -4.411 1.472 -0.039 0.251 0.060
C 2.446 -3.509 0.458 -0.117 0.298 0.183
C 2.401 -2.132 0.704 -0.070 -0.497 0.103
S 0.909 2.299 1.566 -0.364 -2.399 0.143
C 2.616 2.687 1.251 0.135 0.505 -0.077
C 3.370 3.293 2.267 -0.085 -0.280 -0.149
C 4.690 3.653 2.008 -0.229 -0.040 0.080
C 5.260 3.433 0.753 0.011 0.061 0.024
C 6.679 3.860 0.502 0.248 0.028 -0.085
C 4.493 2.838 -0.256 -0.162 -0.055 0.050
C 3.169 2.478 -0.018 -0.078 -0.053 0.228
O 0.045 2.652 0.475 0.526 0.298 0.326
O 0.578 2.600 2.934 0.355 0.215 -0.774
C -2.817 -2.491 1.746 0.086 0.474 -0.137
C -4.059 -3.071 1.993 -0.272 0.055 0.086
C -5.183 -2.266 2.211 0.139 -0.162 -0.098
C -5.088 -0.876 2.192 0.712 0.228 -0.175
H -4.396 2.929 2.172 -0.069 -0.190 0.016
H -5.565 1.773 1.448 0.242 0.039 0.155
H -5.217 1.710 3.206 0.197 0.053 -0.258
H 2.950 0.269 1.968 -0.079 -0.090 0.058
H 1.802 0.001 3.303 0.124 -0.090 -0.100
H 1.374 -2.161 3.949 0.081 -0.265 -0.297
H 1.438 -4.633 3.527 0.101 0.140 -0.283
H 2.141 -5.483 1.286 -0.007 0.226 0.029
H 2.759 -3.867 -0.524 -0.055 0.003 0.288
H 2.672 -1.410 -0.072 -0.050 -0.222 0.199
H 2.924 3.460 3.244 0.048 -0.020 -0.203
H 5.289 4.119 2.797 -0.258 -0.164 -0.294
H 6.989 3.620 -0.519 -0.015 0.039 0.147
H 6.802 4.941 0.648 -0.107 -0.214 -0.038
H 7.372 3.368 1.195 -0.165 0.042 -0.122
H 4.938 2.662 -1.241 -0.186 0.111 0.386
H 2.563 2.035 -0.804 0.061 0.090 0.149
H -1.922 -3.100 1.597 -0.311 0.102 0.017
H -4.154 -4.157 2.019 0.032 0.331 0.033
H -6.156 -2.716 2.403 0.278 0.017 -0.040
H -5.963 -0.245 2.378 0.394 -0.422 -0.066
```
Positions in Å, forces in eV/Å.

Computed properties:
LUMO (eV): -6.581
Total charge: +1
Energy relative to the best compared isomer or geometry (same formula, charge and spin) (eV): 0.000
Frontier orbital gap (Eh): 0.10887